No. 1
{"formula": "C3H11N2O", "method": "ωB97M-V with the def2-TZVPD basis set", "elements": ["H", "H", "H", "N", "C", "H", "H", "H", "H", "O", "H", "N", "C", "H", "H", "H", "C"], "coordinates": [[2.32, 1.08, -0.26], [-1.20, -0.58, 1.10], [1.19, 2.25, 0.46], [-0.85, 0.35, 0.84], [0.51, 0.04, 0.28], [-0.98, 0.80, 1.71], [1.96, 0.93, 1.33], [1.65, -2.26, -1.56], [2.81, -1.95, -0.22], [-3.03, 0.62, -0.85], [-3.59, 0.37, -1.56], [1.91, -1.68, -0.77], [1.52, 1.23, 0.41], [-1.47, 0.60, 0.03], [-3.57, 1.33, -0.45], [0.03, -1.91, -0.35], [0.79, -1.20, -0.15]], "mulliken_charge": [0.397, 0.391, 0.378, -0.281, 0.327, 0.332, 0.362, 0.245, 0.266, -0.664, 0.304, -0.499, -1.335, 0.442, 0.321, 0.299, -0.285], "charge": 1, "homo_lumo_gap_ev": 9.44, "relative_energy_kj_mol": 239.39}

No. 2
{"formula": "C3H11N2O", "method": "ωB97M-V with the def2-TZVPD basis set", "elements": ["H", "C", "N", "H", "H", "O", "H", "H", "C", "H", "H", "C", "H", "H", "N", "H", "H"], "coordinates": [[1.86, 0.90, -0.85], [-1.03, -0.94, -1.03], [0.31, -0.12, 2.54], [-1.79, 1.47, -0.80], [-0.47, -0.09, 3.33], [-0.18, 0.06, 1.36], [1.68, -0.87, -0.86], [-0.53, -1.90, -1.53], [-0.23, 0.26, -1.06], [-0.29, 2.30, -0.75], [1.07, 0.55, 2.86], [1.25, 0.08, -1.32], [-0.80, -1.27, -0.03], [-2.09, -0.80, -1.06], [-0.78, 1.37, -0.92], [0.72, -1.03, 2.54], [1.30, 0.04, -2.43]], "mulliken_charge": [0.379, -1.267, -0.307, 0.259, 0.331, -0.573, 0.288, 0.327, 0.991, 0.302, 0.314, -1.193, 0.372, 0.370, -0.240, 0.292, 0.352], "charge": 1, "homo_lumo_gap_ev": 10.05, "relative_energy_kj_mol": 395.09}

No. 3
{"formula": "C3H11N2O2", "method": "ωB97M-V with the def2-TZVPD basis set", "elements": ["C", "C", "H", "O", "H", "H", "H", "H", "H", "N", "O", "H", "H", "H", "C", "N", "H", "H"], "coordinates": [[1.99, 1.06, 0.46], [-0.29, -0.83, -0.38], [2.02, 2.07, 0.97], [1.97, 0.08, 1.36], [0.60, -1.25, 0.09], [2.27, -0.46, -1.45], [-1.03, 1.12, -0.78], [2.96, 1.13, -0.06], [-0.08, -1.07, -1.43], [1.00, 1.19, -0.59], [-3.42, -0.01, 0.64], [-0.59, 0.86, 0.93], [1.56, 0.12, -1.36], [-2.23, -1.10, 0.43], [-0.27, 0.70, -0.11], [-1.35, -1.64, 0.20], [-4.08, -0.09, -0.06], [-1.03, -1.87, 1.14]], "mulliken_charge": [-0.456, -0.848, 0.325, -0.631, 0.398, 0.288, 0.291, 0.452, 0.345, -0.347, -1.082, 0.272, -0.165, 0.425, -0.018, -0.679, 0.155, 0.274], "charge": -1, "homo_lumo_gap_ev": 4.10, "relative_energy_kj_mol": 660.77}

No. 4
{"formula": "C3H11N2O2", "method": "ωB97M-V with the def2-TZVPD basis set", "elements": ["C", "C", "N", "H", "H", "H", "H", "O", "C", "H", "H", "H", "O", "H", "H", "H", "N", "H"], "coordinates": [[-0.36, -0.68, 0.57], [-0.76, -0.14, -0.75], [-1.67, -1.07, -1.47], [-1.70, -1.88, -0.80], [1.95, 2.21, -1.22], [1.06, 1.93, 2.00], [0.64, 1.96, 0.35], [2.52, 1.43, -1.16], [0.37, 1.49, 1.29], [0.13, 0.16, -1.36], [-0.62, 1.78, 1.72], [2.74, 1.15, -2.06], [-0.90, -1.74, 0.88], [-1.36, 0.76, -0.59], [0.68, -0.39, 2.21], [-1.30, -1.46, -2.33], [0.48, 0.06, 1.32], [-2.65, -0.79, -1.61]], "mulliken_charge": [0.643, -0.700, -0.228, 0.379, 0.347, 0.351, 0.171, -0.638, -0.919, 0.289, 0.387, 0.320, -0.679, 0.323, 0.325, 0.368, -0.094, 0.355], "charge": 1, "homo_lumo_gap_ev": 10.50, "relative_energy_kj_mol": 164.29}

No. 5
{"formula": "C3H11N2O3", "method": "ωB97M-V with the def2-TZVPD basis set", "elements": ["H", "H", "H", "C", "H", "H", "H", "O", "H", "O", "O", "H", "C", "H", "N", "H", "H", "N", "C"], "coordinates": [[2.20, 1.90, 2.12], [-2.56, -0.33, -2.61], [1.23, 2.12, 0.53], [1.81, 1.46, 1.11], [-1.29, -1.61, -2.24], [1.78, -0.19, 2.33], [0.48, -0.09, -1.35], [-1.23, 0.19, -1.21], [1.09, -2.55, 0.30], [0.57, -1.95, 0.85], [1.13, -0.43, -0.76], [-1.89, -0.36, 0.47], [0.59, -0.63, 0.50], [2.73, 1.25, 0.48], [1.11, 0.22, 1.61], [0.34, 0.65, 2.28], [-2.64, -1.22, -1.04], [-1.26, 0.35, 0.10], [-1.96, -0.82, -1.82]], "mulliken_charge": [0.355, 0.245, 0.336, -0.834, 0.226, 0.462, 0.431, -0.281, 0.385, -0.484, -0.544, 0.252, 0.460, 0.326, -0.264, 0.435, 0.324, -0.293, -0.538], "charge": 1, "homo_lumo_gap_ev": [9.26, 9.26], "relative_energy_kj_mol": 627.36}

No. 6
{"formula": "C3H11N2O6", "method": "ωB97M-V with the def2-TZVPD basis set", "elements": ["C", "H", "H", "C", "N", "H", "H", "H", "C", "H", "N", "O", "H", "H", "O", "H", "O", "O", "O", "H", "O", "H"], "coordinates": [[-0.92, 0.56, 0.53], [2.55, -0.53, -0.88], [-2.66, 0.99, -0.67], [-2.15, 0.09, -0.32], [0.05, 1.25, -0.06], [3.01, 0.86, -0.70], [-0.38, -2.00, -0.15], [-0.61, -1.96, 1.40], [0.72, 0.98, -1.36], [-1.00, -0.42, -2.00], [-1.80, -0.75, -1.40], [0.41, -0.12, -1.88], [0.47, 1.96, 0.53], [-2.81, -0.43, 0.36], [1.34, 0.58, 2.84], [1.93, 0.46, 2.08], [1.50, 1.86, -1.65], [-0.35, -2.52, 0.66], [-1.11, 0.54, 1.74], [-1.80, -1.76, -1.27], [3.17, -0.02, -0.34], [0.45, 0.36, 2.52]], "mulliken_spin": [0.045, 0.000, 0.028, 0.013, 0.012, 0.000, 0.003, -0.002, -0.005, -0.033, 0.755, 0.117, 0.009, 0.000, 0.005, 0.000, 0.018, 0.005, 0.068, -0.036, 0.000, -0.001], "multiplicity": 2, "s_squared": 0.76, "homo_lumo_gap_ev": [10.45, 6.37]}

No. 7
{"formula": "C3H11N2OP", "method": "ωB97M-V with the def2-TZVPD basis set", "elements": ["H", "H", "H", "N", "H", "C", "P", "H", "O", "C", "H", "H", "H", "C", "H", "H", "N", "H"], "coordinates": [[0.79, -0.85, -1.91], [-0.73, 1.38, 2.50], [0.18, -2.52, -1.88], [-0.09, 1.93, 1.87], [-2.48, 2.20, -0.08], [-0.03, -1.60, -1.52], [-0.20, 1.35, 0.18], [1.34, -1.26, 1.58], [1.01, 1.73, -0.56], [0.04, -1.48, -0.08], [2.08, -1.11, -0.04], [1.66, -2.65, 0.63], [-0.73, -1.68, 0.55], [1.46, -1.66, 0.54], [-1.42, 2.51, -1.37], [-1.00, -1.31, -2.01], [-1.50, 2.16, -0.51], [-0.37, 2.87, 2.10]], "mulliken_charge": [0.265, 0.254, 0.429, -0.637, 0.208, -1.095, 0.671, 0.273, -0.638, -0.275, 0.379, 0.474, 0.539, -1.127, 0.196, 0.279, -0.474, 0.277], "homo_lumo_gap_ev": [7.35, 8.08], "relative_energy_kj_mol": 256.68}

No. 8
{"formula": "C3H11N2S", "method": "ωB97M-V with the def2-TZVPD basis set", "elements": ["H", "C", "C", "S", "N", "H", "H", "C", "H", "H", "H", "H", "H", "H", "N", "H", "H"], "coordinates": [[0.20, -1.71, 1.99], [-0.65, -0.24, 0.73], [-0.23, 0.97, -0.03], [2.17, 0.22, -1.05], [0.50, -0.77, 1.50], [0.83, -0.21, 2.24], [-1.42, -2.27, 0.39], [-1.07, -1.41, -0.23], [0.57, 1.58, 0.41], [2.94, 0.49, 0.01], [-1.48, 0.99, -1.74], [-1.46, -0.07, 1.55], [-0.48, 2.45, -1.27], [-0.21, -1.76, -0.67], [-0.80, 1.49, -1.06], [2.35, 1.31, -1.80], [-1.75, -1.07, -0.97]], "mulliken_charge": [0.275, 0.256, -0.211, -0.271, -0.652, 0.219, 0.373, -1.326, 0.486, 0.224, 0.276, 0.309, 0.320, 0.405, -0.272, 0.206, 0.383], "charge": 1, "homo_lumo_gap_ev": 9.16, "relative_energy_kj_mol": 204.14}

No. 9
{"formula": "C3H11N2S", "method": "ωB97M-V with the def2-TZVPD basis set", "elements": ["C", "H", "C", "H", "H", "H", "H", "S", "H", "N", "H", "C", "H", "H", "H", "H", "N"], "coordinates": [[-0.64, 1.13, 0.17], [-1.06, -0.95, 1.31], [-0.02, -1.02, 1.09], [0.29, -2.03, 0.69], [1.89, 1.04, -0.62], [0.74, -0.94, 1.87], [2.08, -0.34, -0.02], [-2.48, 0.70, 0.02], [1.55, 0.80, 1.10], [1.50, 0.43, 0.09], [-0.37, 1.89, -0.66], [0.19, -0.04, -0.10], [-2.31, 0.16, -1.24], [-0.21, -1.60, -1.46], [-0.65, 1.53, 1.19], [-0.59, -0.09, -2.02], [0.09, -0.66, -1.44]], "mulliken_charge": [-1.198, 0.314, -1.232, 0.403, 0.337, 0.361, 0.311, -0.117, 0.396, -0.268, 0.414, 0.734, 0.132, 0.251, 0.465, 0.313, -0.615], "charge": 1, "homo_lumo_gap_ev": 9.66, "relative_energy_kj_mol": 183.88}

No. 10
{"formula": "C3H11N2S", "method": "ωB97M-V with the def2-TZVPD basis set", "elements": ["H", "H", "H", "C", "H", "N", "H", "H", "H", "H", "H", "S", "H", "N", "H", "C", "C"], "coordinates": [[-0.77, -3.72, -2.06], [0.59, -3.38, -3.00], [0.33, 3.46, 1.79], [0.58, 3.26, 0.75], [1.73, 1.50, 1.04], [-0.15, -3.01, -2.43], [1.11, -1.53, -1.74], [0.79, 1.46, -0.44], [-1.28, -2.24, -0.14], [-0.20, 3.66, 0.10], [1.53, 3.75, 0.53], [-0.39, 0.77, 1.59], [-0.19, -1.00, 0.15], [-0.46, -1.76, -0.49], [-1.54, 1.28, 1.12], [0.18, -2.05, -1.58], [0.77, 1.75, 0.60]], "mulliken_charge": [0.258, 0.295, 0.331, -1.135, 0.337, -0.376, 0.314, 0.310, 0.229, 0.347, 0.330, -0.344, 0.110, -0.159, 0.187, 0.260, -0.294], "charge": 1, "homo_lumo_gap_ev": 9.22, "relative_energy_kj_mol": 30.12}

Copy entry 5 word for word.
{"formula": "C3H11N2O3", "method": "ωB97M-V with the def2-TZVPD basis set", "elements": ["H", "H", "H", "C", "H", "H", "H", "O", "H", "O", "O", "H", "C", "H", "N", "H", "H", "N", "C"], "coordinates": [[2.20, 1.90, 2.12], [-2.56, -0.33, -2.61], [1.23, 2.12, 0.53], [1.81, 1.46, 1.11], [-1.29, -1.61, -2.24], [1.78, -0.19, 2.33], [0.48, -0.09, -1.35], [-1.23, 0.19, -1.21], [1.09, -2.55, 0.30], [0.57, -1.95, 0.85], [1.13, -0.43, -0.76], [-1.89, -0.36, 0.47], [0.59, -0.63, 0.50], [2.73, 1.25, 0.48], [1.11, 0.22, 1.61], [0.34, 0.65, 2.28], [-2.64, -1.22, -1.04], [-1.26, 0.35, 0.10], [-1.96, -0.82, -1.82]], "mulliken_charge": [0.355, 0.245, 0.336, -0.834, 0.226, 0.462, 0.431, -0.281, 0.385, -0.484, -0.544, 0.252, 0.460, 0.326, -0.264, 0.435, 0.324, -0.293, -0.538], "charge": 1, "homo_lumo_gap_ev": [9.26, 9.26], "relative_energy_kj_mol": 627.36}